(1)
Computed, not measured: a structure of composition C26H55O5RuSb2SiTe, with wB97M-V/def2-TZVPD.

energy above the lowest of the compared OMol25 structures with the same formula, charge and spin: 24.1 kcal per mole
⟨S²⟩: 1.04
frontier orbital gap (alpha / beta): 0.24200 / 0.23432 Eh
E_HOMO (alpha / beta): -7.5 / -7.4 eV
2S+1: 2
LUMO level (alpha / beta): -0.0326 / -0.0394 Ha

Cartesian coordinates (Å):
1 Ru -0.7758 0.2669 0.9290
2 O -4.9264 0.5989 1.5108
3 C -4.0066 0.6673 0.7191
4 O -2.9046 1.3376 0.9312
5 C -4.1371 -0.0023 -0.6664
6 C -3.2746 0.6863 -1.7383
7 C -3.7453 0.2576 -3.1375
8 C -3.1917 -1.1877 -3.2078
9 C -2.5066 -1.3020 -1.8404
10 O -2.0064 0.0210 -1.6237
11 C -3.5704 -1.4535 -0.7422
12 C -2.9657 -1.9659 0.5847
13 O -3.6789 -2.5908 1.3491
14 O -1.6945 -1.7531 0.7556
15 H -5.1974 0.0169 -0.9125
16 H -3.1520 1.7587 -1.6019
17 H -4.8289 0.3022 -3.2333
18 H -3.3010 0.8960 -3.9013
19 H -3.9727 -1.9367 -3.3277
20 H -2.4700 -1.3015 -4.0165
21 H -1.6976 -2.0223 -1.7728
22 H -4.3464 -2.1651 -1.0188
23 C 0.8322 4.5225 -2.5124
24 C 0.9041 3.0934 -1.9976
25 Sb -0.4106 2.6179 -0.3227
26 C 0.8129 3.4245 1.3098
27 C 1.8777 4.4586 0.9614
28 C -1.9235 4.1842 -0.3705
29 C -1.4658 5.5473 0.1298
30 H 1.4591 4.6305 -3.3993
31 H 1.1840 5.2323 -1.7646
32 H -0.1877 4.7896 -2.7915
33 H 1.9145 2.8346 -1.6786
34 H 0.6218 2.3927 -2.7852
35 H 1.2652 2.5448 1.7673
36 H 0.0982 3.8298 2.0303
37 H 2.5942 4.0565 0.2432
38 H 2.4293 4.7473 1.8592
39 H 1.4340 5.3601 0.5381
40 H -2.7266 3.7915 0.2532
41 H -2.2853 4.2471 -1.3981
42 H -1.0944 5.4908 1.1526
43 H -2.3117 6.2369 0.1236
44 H -0.6858 5.9669 -0.5049
45 C 3.5431 1.5455 3.1702
46 Si 3.2641 -0.0110 2.1233
47 C 3.8225 -1.5208 3.1071
48 C 4.2532 0.1679 0.5172
49 C 1.4879 -0.2168 1.6263
50 H 4.5211 1.5154 3.6534
51 H 2.7871 1.6396 3.9520
52 H 3.5031 2.4464 2.5555
53 H 4.8566 -1.4166 3.4385
54 H 3.7499 -2.4298 2.5084
55 H 3.2001 -1.6568 3.9937
56 H 5.3294 0.1702 0.6959
57 H 3.9987 1.1026 0.0116
58 H 4.0293 -0.6502 -0.1712
59 H 0.8767 -0.9658 2.1268
60 H 1.2940 -0.0283 0.5600
61 C -0.7078 1.7035 5.0781
62 Te -1.7260 1.6434 3.1539
63 C -2.7691 -0.1388 3.7120
64 H -1.4736 1.7049 5.8521
65 H -0.1316 2.6234 5.1662
66 H -0.0423 0.8572 5.2380
67 H -2.4398 -0.4200 4.7087
68 H -2.5291 -0.9224 2.9971
69 H -3.8381 0.0486 3.6818
70 C 2.2536 -2.9709 -3.3435
71 C 1.2100 -2.1821 -2.5626
72 Sb 0.7943 -2.8820 -0.5007
73 C -0.5590 -4.5556 -0.9173
74 C -0.5214 -5.0904 -2.3434
75 C 2.6638 -4.0185 -0.1737
76 C 2.7657 -5.3995 -0.8076
77 H 2.4542 -2.4914 -4.3061
78 H 1.9101 -3.9838 -3.5496
79 H 3.1990 -3.0347 -2.8037
80 H 0.2559 -2.1967 -3.0934
81 H 1.5146 -1.1386 -2.4568
82 H -1.5562 -4.1986 -0.6616
83 H -0.2914 -5.3323 -0.1996
84 H -0.7620 -4.3100 -3.0675
85 H -1.2539 -5.8930 -2.4639
86 H 0.4573 -5.4998 -2.5930
87 H 2.7418 -4.0987 0.9118
88 H 3.4729 -3.3694 -0.5169
89 H 1.9434 -6.0422 -0.4917
90 H 3.6965 -5.8859 -0.5015
91 H 2.7664 -5.3457 -1.8954

---

(2)
Computed, not measured: a cluster of 15 separate species, C26H56Br22N4O8 in total, with wB97M-V/def2-TZVPD.

energy above the lowest of the compared OMol25 structures with the same formula, charge and spin: 1.4 kcal per mole
frontier orbital gap: 0.35932 Eh
E_HOMO: -9.9 eV
LUMO level: -0.0059 Ha

Cartesian coordinates (Å):
1 Br -0.8824 3.1517 -5.5853
2 C -1.1438 1.5299 -6.5974
3 C -2.0582 0.5867 -5.8299
4 Br -2.2467 -1.1118 -6.6809
5 H -0.1787 1.1119 -6.7123
6 H -1.5389 1.9116 -7.5193
7 H -3.0533 0.9397 -5.6943
8 H -1.6318 0.3395 -4.8675
9 Br -1.3627 4.6532 1.7999
10 C -1.5724 2.9129 2.6699
11 C -0.6179 2.7283 3.8358
12 Br -1.4388 1.3492 5.0404
13 H -1.5947 2.1391 1.8910
14 H -2.5866 3.0117 2.9817
15 H -0.5431 3.6348 4.3802
16 H 0.3628 2.3071 3.5240
17 Br 2.9622 1.7804 4.2957
18 C 4.5565 0.8292 4.8534
19 C 5.8617 1.6924 4.8212
20 Br 7.2040 0.9805 5.9912
21 H 4.6650 -0.0390 4.2348
22 H 4.2570 0.4442 5.8012
23 H 5.5916 2.6971 5.1377
24 H 6.2522 1.8448 3.8469
25 Br -3.9414 -7.3066 0.2967
26 C -4.5175 -6.2410 1.8592
27 C -5.8293 -5.5464 1.4982
28 Br -6.3790 -4.3268 2.8673
29 H -3.6906 -5.5417 1.8991
30 H -4.5844 -6.8151 2.7532
31 H -6.6005 -6.2821 1.1930
32 H -5.6103 -4.9318 0.5700
33 Br -5.7995 2.4235 2.7122
34 C -6.1614 3.3029 4.3832
35 C -5.3316 2.6699 5.5402
36 Br -5.7393 0.8102 6.1645
37 H -7.1804 3.1615 4.7525
38 H -5.9956 4.3236 4.3473
39 H -5.4150 3.3087 6.4396
40 H -4.2433 2.7891 5.2841
41 Br -2.0749 -2.8868 -1.5019
42 C -0.5632 -3.4211 -2.6027
43 C -1.2046 -3.8528 -3.8896
44 Br -0.0580 -4.6810 -5.1958
45 H -0.2876 -4.3561 -2.1638
46 H 0.1633 -2.6557 -2.7436
47 H -1.5442 -3.0213 -4.4434
48 H -1.9748 -4.5717 -3.6654
49 Br 4.0244 3.0752 -3.0652
50 C 3.3495 1.3771 -3.8236
51 C 2.6277 0.6650 -2.7747
52 Br 1.5258 -0.7714 -3.5081
53 H 4.1742 0.9214 -4.3437
54 H 2.6779 1.7074 -4.6339
55 H 1.9184 1.3089 -2.2812
56 H 3.3135 0.2553 -2.0820
57 Br 5.0740 0.6801 1.0150
58 C 4.8654 2.6051 0.8135
59 C 6.0307 3.0431 -0.0776
60 Br 5.7759 5.0213 -0.3707
61 H 4.9628 3.0382 1.7912
62 H 3.9194 2.7838 0.3554
63 H 5.9700 2.5317 -1.0944
64 H 6.9796 2.9161 0.4435
65 Br -1.8708 1.3499 -0.4773
66 C -2.4209 3.0040 -1.4937
67 C -3.8492 3.2830 -1.2154
68 Br -4.0975 5.0141 -2.0217
69 H -2.1283 2.8458 -2.5664
70 H -1.7498 3.8524 -1.1335
71 H -4.0580 3.2605 -0.1627
72 H -4.6088 2.6005 -1.5644
73 Br -1.6957 -2.7528 4.4083
74 C 0.0480 -1.9953 4.6012
75 C 0.9897 -2.9953 3.9258
76 Br 2.8192 -2.2860 3.9070
77 H 0.2414 -1.8817 5.6316
78 H 0.0699 -1.0786 4.0176
79 H 0.8025 -3.2317 2.8967
80 H 0.9855 -3.9489 4.5512
81 Br 2.2851 -6.1069 1.3669
82 C 2.6198 -5.1975 -0.1950
83 C 4.1084 -4.7480 -0.0847
84 Br 4.4851 -3.5737 -1.5780
85 H 1.9923 -4.3026 -0.2709
86 H 2.5077 -5.8111 -1.1065
87 H 4.7299 -5.6046 -0.0287
88 H 4.2120 -4.1370 0.7973
89 C 1.8428 5.5427 -0.6384
90 N 1.2304 4.1591 -0.8942
91 O 1.4013 3.2375 -0.0969
92 O 0.4628 4.0732 -1.8198
93 H 1.1632 5.9165 0.0211
94 H 1.8925 6.1788 -1.5526
95 H 2.7882 5.3847 -0.0854
96 C -4.1090 -0.5502 2.0412
97 N -4.7084 -0.4834 0.6734
98 O -4.3660 -1.3116 -0.1532
99 O -5.5469 0.4124 0.4779
100 H -3.1761 -0.0440 2.0301
101 H -4.0578 -1.5752 2.4643
102 H -4.6499 0.0607 2.7578
103 C 2.0218 -2.5789 -7.4625
104 N 2.3766 -1.1365 -7.3179
105 O 1.8135 -0.3471 -8.0481
106 O 3.2826 -0.8900 -6.5024
107 H 2.2975 -2.9942 -6.4438
108 H 2.4451 -3.0309 -8.3379
109 H 0.9369 -2.5415 -7.5457
110 C 1.2663 0.2556 0.8308
111 N 0.4003 -0.9645 0.8588
112 O 0.9148 -1.9168 0.2742
113 O -0.6640 -0.8873 1.3816
114 H 1.9797 0.1600 0.0486
115 H 1.7990 0.2751 1.8096
116 H 0.6564 1.1030 0.6887

---

(3)
Computed, not measured: a cluster of 9 separate species, C26H56Cl16O8P3S2 in total, with wB97M-V/def2-TZVPD.

total charge: -1
frontier orbital gap: 0.23874 Eh
E_HOMO: -4.6 eV
LUMO level: 0.0695 Ha

Cartesian coordinates (Å):
1 C 0.7596 -5.1853 -1.8822
2 C 0.9339 -3.6791 -2.1162
3 S -0.0858 -3.1970 -3.5179
4 C -0.4615 -1.4207 -3.3419
5 C -0.9376 -0.7193 -2.0478
6 P -2.0639 -1.7378 -0.9180
7 O -1.6974 -3.3043 -0.9463
8 O -1.6276 -1.3357 0.5656
9 S -3.9698 -1.5360 -1.2192
10 O -1.7512 0.3168 -2.5158
11 P -1.8482 1.7744 -1.4396
12 C -0.7701 2.7177 -2.7170
13 C -0.1978 4.0737 -2.2861
14 C 1.1787 4.1044 -1.6350
15 O 1.2044 3.6291 -0.2678
16 C 1.5094 4.5763 0.6479
17 C 2.7673 4.3682 1.4616
18 O 0.8004 5.5592 0.8206
19 O -0.3913 1.1460 -0.6327
20 C 0.1679 0.1158 -1.3432
21 P 1.5467 -0.7479 -0.4633
22 O 2.4438 -0.9630 -1.8366
23 O 2.2673 0.5538 0.2082
24 H 1.6930 -5.6338 -1.5393
25 H 0.4274 -5.7038 -2.7829
26 H 0.0067 -5.3578 -1.1108
27 H 0.5982 -3.1478 -1.2290
28 H 1.9787 -3.4167 -2.2585
29 H 0.3926 -0.8583 -3.7220
30 H -1.2794 -1.2727 -4.0486
31 H -2.2752 -3.7293 -1.5870
32 H -1.8303 -2.0836 1.1407
33 H -1.9624 2.9660 -0.6172
34 H -3.0621 2.1395 -2.1372
35 H -2.6161 1.0417 -0.4798
36 H -1.4480 2.9009 -3.5553
37 H 0.0528 2.1244 -3.1280
38 H -0.0598 4.6685 -3.2008
39 H -0.9046 4.6279 -1.6623
40 H 1.5464 5.1352 -1.6370
41 H 1.8840 3.5037 -2.2166
42 H 3.4453 5.1957 1.2645
43 H 3.2791 3.4439 1.1972
44 H 2.5050 4.3141 2.5138
45 H 0.6681 0.5619 -2.2366
46 H 2.4022 -0.1811 -2.4000
47 H 2.5333 1.2137 -0.4413
48 Cl 4.6513 6.9622 -0.8907
49 C 3.7527 8.2537 -0.0249
50 C 4.6704 9.1768 0.7495
51 Cl 5.4547 8.4012 2.1508
52 H 3.0256 7.7734 0.6242
53 H 3.2170 8.8289 -0.7782
54 H 4.0912 10.0061 1.1538
55 H 5.4548 9.5693 0.1079
56 Cl 0.8984 10.5616 2.6646
57 C 0.2362 8.8984 2.6042
58 C 0.8213 8.0129 3.6726
59 Cl 2.5528 7.6949 3.3861
60 H 0.4356 8.5013 1.6164
61 H -0.8404 8.9772 2.7395
62 H 0.3065 7.0541 3.6582
63 H 0.7224 8.4566 4.6599
64 Cl -2.1972 -4.4321 2.9936
65 C -2.7774 -3.3330 4.2727
66 C -1.8182 -2.2016 4.5344
67 Cl -0.3042 -2.7697 5.2917
68 H -2.9473 -3.9264 5.1670
69 H -3.7301 -2.9309 3.9298
70 H -2.2738 -1.4944 5.2245
71 H -1.5549 -1.6752 3.6203
72 Cl 6.0331 -0.5457 0.3129
73 C 5.8266 -2.2574 -0.1308
74 C 7.1401 -2.9255 -0.4390
75 Cl 7.8849 -2.3032 -1.9380
76 H 5.1426 -2.2970 -0.9739
77 H 5.3554 -2.7494 0.7185
78 H 6.9781 -3.9921 -0.5845
79 H 7.8563 -2.7827 0.3653
80 Cl -5.8271 -5.5365 3.5034
81 C -5.7368 -7.2138 2.9113
82 C -4.5645 -7.4065 1.9862
83 Cl -4.7725 -6.5180 0.4531
84 H -6.6766 -7.4454 2.4174
85 H -5.6256 -7.8618 3.7789
86 H -4.4713 -8.4613 1.7401
87 H -3.6399 -7.0622 2.4429
88 Cl -7.2103 -1.6902 0.0748
89 C -7.6305 -0.7878 1.5463
90 C -6.5265 0.1588 1.9491
91 Cl -5.0813 -0.7134 2.5237
92 H -7.8321 -1.5038 2.3395
93 H -8.5413 -0.2294 1.3347
94 H -6.8656 0.7854 2.7728
95 H -6.2218 0.7919 1.1197
96 Cl 5.5442 3.5840 -1.1924
97 C 7.1922 3.3534 -1.8231
98 C 7.3098 3.7737 -3.2647
99 Cl 6.4044 2.6964 -4.3586
100 H 7.4550 2.3067 -1.6902
101 H 7.8551 3.9632 -1.2113
102 H 8.3540 3.7342 -3.5702
103 H 6.9358 4.7836 -3.4108
104 Cl -5.8347 -10.5140 0.8907
105 C -5.3441 -9.8737 -0.7064
106 C -5.2492 -10.9617 -1.7421
107 Cl -3.9007 -12.0848 -1.4223
108 H -4.3970 -9.3574 -0.5800
109 H -6.0963 -9.1456 -1.0014
110 H -5.0683 -10.5135 -2.7170
111 H -6.1628 -11.5481 -1.7858

---

(4)
Computed, not measured: a cluster of 3 separate species, C26H56FN3O3S in total, with wB97M-V/def2-TZVPD.

frontier orbital gap: 0.30270 Eh
E_HOMO: -7.8 eV
LUMO level: 0.0158 Ha

Cartesian coordinates (Å):
1 C 3.1414 -0.3409 0.3570
2 C 3.6810 1.0359 1.0656
3 S 2.4783 2.4770 1.0120
4 C 0.7584 1.7359 1.0981
5 C -0.4694 2.8206 1.0316
6 C -0.5489 3.9116 -0.1888
7 C -1.1620 3.3406 -1.5978
8 C -0.5520 1.9015 -2.0918
9 O -0.9245 1.7192 -3.5339
10 C -0.4375 3.8268 2.3671
11 N -1.2481 3.3043 3.5670
12 C -1.8271 1.9910 3.0831
13 O -2.3260 1.0725 3.9545
14 C -1.7718 1.9031 1.4146
15 F -1.6570 0.4400 1.2086
16 C -3.2813 2.3823 0.9915
17 C -4.0561 1.3473 -0.0437
18 C -4.7628 0.0628 0.6987
19 O -6.1799 -0.1576 0.3060
20 C -6.9744 0.9658 0.8911
21 H 2.8691 -0.2128 -0.7931
22 H 2.1279 -0.7055 0.8689
23 H 3.8891 -1.2387 0.4606
24 H 4.6761 1.3447 0.5073
25 H 3.8596 0.7716 2.2124
26 H 0.6746 0.9561 0.2287
27 H 0.6780 1.1897 2.1508
28 H -1.1282 4.9002 0.0642
29 H 0.5747 4.2465 -0.4105
30 H -2.3527 3.3302 -1.6041
31 H -0.8591 4.1341 -2.4368
32 H -1.0207 1.0574 -1.4289
33 H 0.6162 1.9648 -2.0437
34 H -0.2145 1.1708 -4.0006
35 H 0.6854 4.1393 2.6232
36 H -0.9265 4.9070 2.2346
37 H -0.6827 3.2852 4.4443
38 H -3.3253 3.4432 0.4999
39 H -3.9667 2.4271 1.9672
40 H -3.2460 0.9718 -0.8044
41 H -4.8582 1.9434 -0.6525
42 H -4.1642 -0.9152 0.3763
43 H -4.6192 0.1236 1.8820
44 H -7.1549 1.7295 -0.0001
45 H -6.3460 1.4480 1.7551
46 H -8.0281 0.5554 1.2722
47 C 4.4422 1.3929 -2.8052
48 C 5.2483 0.9028 -4.0051
49 N 5.0274 -0.5093 -4.3345
50 C 5.9977 -1.0333 -5.3025
51 C 5.9820 -0.4433 -6.7085
52 C 3.6401 -0.9135 -4.5615
53 C 2.8662 -0.2017 -5.6671
54 H 4.6377 0.7794 -1.9204
55 H 4.7244 2.4242 -2.5668
56 H 3.3675 1.3888 -3.0044
57 H 6.3073 1.0450 -3.7542
58 H 5.0391 1.5540 -4.8608
59 H 5.8834 -2.1232 -5.3767
60 H 7.0030 -0.8874 -4.8867
61 H 5.1366 -0.8131 -7.2898
62 H 6.8903 -0.7460 -7.2435
63 H 5.9587 0.6490 -6.7045
64 H 3.0864 -0.7861 -3.6237
65 H 3.6004 -1.9947 -4.7475
66 H 3.0217 0.8807 -5.6602
67 H 1.7925 -0.3744 -5.5330
68 H 3.1278 -0.5853 -6.6546
69 C -2.6111 -5.6445 5.2325
70 C -1.5393 -4.7573 4.6049
71 N -1.8290 -4.3600 3.2231
72 C -0.6806 -3.7444 2.5482
73 C -0.1736 -2.4123 3.0902
74 C -3.1141 -3.7003 2.9932
75 C -3.3982 -2.4139 3.7628
76 H -2.7877 -6.5392 4.6275
77 H -2.2852 -5.9710 6.2261
78 H -3.5585 -5.1146 5.3600
79 H -0.6048 -5.3327 4.6180
80 H -1.3797 -3.8864 5.2499
81 H -0.9083 -3.6262 1.4801
82 H 0.1519 -4.4591 2.5770
83 H -0.8331 -1.5890 2.8135
84 H 0.8089 -2.1900 2.6564
85 H -0.0527 -2.4202 4.1759
86 H -3.9137 -4.4153 3.2205
87 H -3.2352 -3.4999 1.9206
88 H -3.1116 -2.4811 4.8159
89 H -4.4723 -2.1986 3.7337
90 H -2.8911 -1.5564 3.3174

---

Number 1: F_max 2.4 eV Å⁻¹. Number 2: F_max 4.0 eV Å⁻¹. Number 3: F_max 1.4 eV Å⁻¹. Number 4: F_max 8.7 eV Å⁻¹.